# 1
{
  "formula": "C16H22F3N6OPS2Zn",
  "method": "ωB97M-V/def2-TZVPD",
  "symbols": ["Zn", "S", "C", "S", "C", "C", "N", "C", "N", "C", "N", "C", "P", "O", "N", "C", "C", "N", "C", "C", "H", "H", "H", "H", "H", "H", "H", "H", "H", "H", "H", "H", "H", "H", "H", "H", "H", "H", "F", "C", "F", "F", "C", "C", "C", "N", "C", "C", "H", "H", "H", "H"],
  "xyz": [[-1.54145, -0.68650, 0.12735], [-2.75144, -0.08752, 2.02442], [-3.62969, 0.86036, 0.85466], [-3.03854, 0.88686, -0.77900], [-4.74627, 1.56475, 1.22045], [-5.18491, 1.60932, 2.55433], [-5.53371, 1.66223, 3.64725], [-5.53503, 2.26566, 0.29308], [-6.21240, 2.82494, -0.44640], [3.27164, -0.80549, 0.01083], [2.69101, 0.48750, 0.32295], [3.68271, 1.51686, 0.53683], [1.24364, 0.48434, 1.18550], [0.41555, -0.57670, 0.54968], [0.58175, 1.99179, 0.97730], [0.42090, 2.42850, -0.39471], [0.34859, 2.99203, 1.99288], [1.46735, 0.16619, 2.79723], [2.40214, 0.88104, 3.63925], [0.64395, -0.78326, 3.51607], [3.98913, -1.12889, 0.77304], [3.79003, -0.75441, -0.95109], [2.47738, -1.54569, -0.05668], [4.39634, 1.24869, 1.32501], [3.18803, 2.44671, 0.80781], [4.24570, 1.68039, -0.38545], [0.73479, 1.61683, -1.05049], [1.03117, 3.31204, -0.59926], [-0.62409, 2.66551, -0.61552], [0.38387, 2.52344, 2.97261], [-0.64404, 3.42972, 1.85842], [1.08607, 3.80321, 1.94129], [2.85164, 1.70734, 3.09615], [3.19232, 0.20772, 3.99111], [1.89303, 1.28453, 4.52095], [-0.04314, -1.26470, 2.82604], [0.06064, -0.28266, 4.29351], [1.27035, -1.54751, 3.98556], [0.38777, -2.85676, -6.29475], [-0.63005, -3.44361, -5.65779], [-0.39931, -4.76573, -5.69968], [-1.72633, -3.22363, -6.39395], [-0.80108, -2.94535, -4.24354], [-1.88535, -3.38057, -3.49269], [-2.02781, -2.88992, -2.20460], [-1.17123, -2.02988, -1.66817], [-0.13397, -1.62123, -2.38708], [0.09841, -2.05027, -3.68299], [-2.60382, -4.07070, -3.90472], [-2.85958, -3.19345, -1.58373], [0.53380, -0.92377, -1.90324], [0.94355, -1.69031, -4.24603]],
  "orbital_gap_ev": 6.845,
  "charge": 0
}

# 2
{
  "formula": "C16H22F4O13",
  "method": "ωB97M-V/def2-TZVPD",
  "symbols": ["O", "C", "O", "C", "C", "F", "O", "H", "H", "H", "O", "C", "O", "C", "C", "F", "O", "H", "H", "H", "O", "C", "O", "C", "C", "F", "O", "H", "H", "H", "O", "C", "O", "C", "C", "F", "O", "H", "H", "H", "C", "C", "O", "C", "C", "H", "H", "H", "H", "H", "H", "H", "H", "H", "H"],
  "xyz": [[-15.45712, 20.70122, -10.88704], [-15.00581, 20.29069, -11.94327], [-14.48211, 19.03217, -12.09871], [-13.98110, 19.00409, -13.47704], [-14.73211, 20.13605, -14.23352], [-15.86948, 19.74252, -14.87850], [-15.02705, 20.95709, -13.15720], [-12.89146, 19.02199, -13.49882], [-14.28228, 18.07001, -13.95125], [-13.98156, 20.57319, -14.89207], [-15.52863, 15.69434, -13.46783], [-15.62766, 15.41896, -14.67475], [-16.70321, 15.21434, -15.39048], [-16.33330, 14.77816, -16.70853], [-14.79292, 14.94627, -16.74414], [-14.56461, 16.05792, -17.33980], [-14.53475, 15.12204, -15.38171], [-16.57167, 13.71917, -16.80761], [-16.75105, 15.29759, -17.57095], [-14.15635, 14.15869, -17.14737], [-15.08030, 16.43096, -6.82447], [-14.81250, 15.89993, -7.92294], [-14.46458, 16.53141, -9.00635], [-14.67925, 15.77630, -10.22606], [-14.91310, 14.39621, -9.66370], [-13.70094, 13.74284, -9.75438], [-15.18645, 14.72235, -8.33424], [-15.56780, 16.16121, -10.72648], [-13.88515, 15.76701, -10.97267], [-15.72582, 13.87700, -10.17165], [-11.86224, 20.12429, -16.20596], [-11.72053, 18.95547, -16.52988], [-12.20698, 17.87361, -16.02659], [-11.59214, 16.70277, -16.51692], [-11.15485, 17.19857, -17.88966], [-12.21559, 17.03792, -18.73774], [-10.90494, 18.61223, -17.47519], [-10.76217, 16.38772, -15.88448], [-12.29852, 15.87771, -16.60862], [-10.28592, 16.72519, -18.34680], [-13.59161, 13.37982, -20.57302], [-13.43790, 12.12837, -19.73452], [-13.73932, 12.30423, -18.33023], [-13.50912, 11.29241, -17.34911], [-14.52446, 10.12657, -17.62103], [-12.90946, 14.16103, -20.23766], [-13.38063, 13.19849, -21.62692], [-14.63436, 13.65728, -20.41879], [-14.02493, 11.28819, -20.10546], [-12.41763, 11.74801, -19.78415], [-12.50196, 10.90155, -17.49385], [-13.62611, 11.77296, -16.37777], [-14.15681, 9.41292, -18.35835], [-15.36291, 10.49422, -18.21259], [-14.78681, 9.63852, -16.68237]],
  "orbital_gap_ev": 10.506,
  "charge": 0,
  "smiles": "O=C1OC[C@@H](F)O1.O=C1OC[C@@H](F)O1.O=C1OC[C@@H](F)O1.O=C1OC[C@@H](F)O1.CCOCC"
}

# 3
{
  "formula": "C16H22F6N3O12PTi",
  "method": "ωB97M-V/def2-TZVPD",
  "symbols": ["Ti", "C", "C", "O", "C", "C", "O", "C", "C", "O", "C", "C", "O", "C", "C", "O", "H", "H", "H", "H", "H", "H", "H", "H", "H", "H", "H", "H", "H", "H", "H", "H", "H", "H", "H", "H", "O", "N", "O", "C", "C", "C", "C", "O", "C", "C", "N", "O", "O", "N", "O", "O", "H", "H", "F", "P", "F", "F", "F", "F", "F"],
  "xyz": [[0.46497, -0.33390, -0.25423], [3.63492, -0.52487, 0.13153], [3.05264, -1.31094, 1.27526], [1.71202, -0.85530, 1.49631], [1.47641, 0.02750, 2.59236], [1.70969, 1.46219, 2.13951], [1.45792, 1.49454, 0.72479], [1.04279, 2.77583, 0.24675], [1.22188, 2.74024, -1.24402], [0.65340, 1.52420, -1.72562], [0.63155, 1.51599, -3.16623], [0.28953, 0.13298, -3.68769], [0.94540, -0.88351, -2.95793], [2.32051, -1.06884, -3.20467], [3.15640, -0.28352, -2.21735], [2.64153, -0.55224, -0.90202], [4.54805, -1.00414, -0.22461], [3.85494, 0.51248, 0.39691], [3.64212, -1.20210, 2.18571], [2.97004, -2.36511, 1.01929], [2.11253, -0.23919, 3.43580], [0.43989, -0.13418, 2.87758], [2.73744, 1.79382, 2.30540], [1.02635, 2.13750, 2.65733], [1.66844, 3.55865, 0.68017], [0.00361, 2.94467, 0.53832], [2.28438, 2.77126, -1.50988], [0.72371, 3.59760, -1.70316], [1.61576, 1.84201, -3.51799], [-0.10828, 2.24137, -3.51406], [0.55458, 0.08701, -4.74876], [-0.77205, -0.07044, -3.58691], [2.59454, -0.79378, -4.22822], [2.51287, -2.13330, -3.06751], [3.13149, 0.79388, -2.39234], [4.19425, -0.61576, -2.26938], [-6.73403, -0.21675, 2.82412], [-6.28849, -0.46809, 1.72751], [-6.88020, -0.96819, 0.80124], [-4.85882, -0.13354, 1.50344], [-4.17422, 0.50213, 2.54581], [-2.87663, 0.82007, 2.30592], [-2.18879, 0.48694, 1.08703], [-0.96882, 0.73507, 0.95339], [-2.97747, -0.16842, 0.05206], [-4.29768, -0.46396, 0.26875], [-2.40451, -0.40183, -1.19534], [-3.12887, -0.66694, -2.17691], [-1.08923, -0.54679, -1.32044], [-2.08601, 1.51122, 3.33177], [-2.06316, 1.01840, 4.43373], [-1.52963, 2.53352, 2.98476], [-4.66901, 0.72039, 3.48099], [-4.89165, -0.93720, -0.49856], [-0.63421, -1.79158, 0.98252], [-0.31877, -3.38104, 0.33584], [0.91454, -3.45666, 1.34654], [0.70004, -2.47576, -0.70654], [-1.51281, -3.11708, -0.67319], [-1.28637, -4.00666, 1.40262], [0.09859, -4.70983, -0.37751]],
  "multiplicity": 4,
  "orbital_gap_ev": [6.825, 6.389],
  "charge": 1,
  "s_squared": 3.77
}

# 4
{
  "formula": "C16H22N2Pd",
  "method": "ωB97M-V/def2-TZVPD",
  "symbols": ["C", "C", "C", "C", "C", "Pd", "N", "C", "C", "H", "H", "H", "H", "H", "H", "H", "H", "H", "H", "C", "N", "C", "C", "C", "C", "C", "C", "C", "C", "H", "H", "H", "H", "H", "H", "H", "H", "H", "H", "H", "H"],
  "xyz": [[-0.37939, 0.79172, -1.88030], [1.04917, 1.10908, -1.75998], [1.19622, 2.12420, -0.79022], [-0.09547, 2.48600, -0.29381], [-1.07741, 1.70861, -0.95682], [-0.37462, -0.44561, 0.10834], [-2.68826, -0.65661, -0.42823], [0.10692, -2.33366, -0.48408], [1.39706, -1.83688, -0.40560], [2.12722, 2.60216, -0.51505], [1.81642, 0.64902, -2.37994], [-0.31670, 3.26771, 0.42611], [-2.16599, 1.78727, -0.89526], [-0.86061, 0.18049, -2.64780], [1.81187, -1.49896, -1.41200], [-0.43468, -2.77038, 0.33576], [-2.29810, -1.44648, 0.45888], [1.91196, -2.13998, 0.58191], [-0.40997, -2.29681, -1.46050], [2.20079, -0.66326, 5.03949], [1.78244, -0.86426, 3.69176], [1.15350, -2.11114, 3.39064], [1.45171, 0.32866, 2.86588], [0.01042, 0.68925, 2.92269], [-0.50356, 1.27150, 4.11652], [-1.88723, 1.51401, 4.28281], [-2.72655, 1.25356, 3.20989], [-2.19416, 0.75563, 2.03611], [-0.88083, 0.40626, 1.86343], [2.74663, -1.55750, 5.35560], [1.34969, -0.52707, 5.72622], [2.85055, 0.21836, 5.10866], [0.09725, -2.13250, 3.69355], [1.20975, -2.33566, 2.31441], [1.69004, -2.87585, 3.96113], [2.04849, 1.13309, 3.27435], [1.72932, 0.10395, 1.83578], [0.20155, 1.50577, 4.92876], [-2.23764, 1.89638, 5.20346], [-3.79292, 1.44208, 3.29467], [-2.88846, 0.55327, 1.13063]],
  "multiplicity": 5,
  "orbital_gap_ev": [8.223, 5.935],
  "charge": 0,
  "s_squared": 6.04
}

# 5
{
  "formula": "C16H22N2S",
  "method": "ωB97M-V/def2-TZVPD",
  "symbols": ["C", "C", "C", "N", "C", "C", "C", "C", "C", "C", "N", "C", "C", "C", "S", "C", "C", "C", "C", "H", "H", "H", "H", "H", "H", "H", "H", "H", "H", "H", "H", "H", "H", "H", "H", "H", "H", "H", "H", "H", "H"],
  "xyz": [[7.08566, 3.00685, -0.53845], [5.45732, 3.09376, -0.49785], [4.98025, 1.89445, 0.47463], [3.53287, 1.51923, 0.33273], [2.85538, 1.40154, -0.95664], [1.34870, 0.96043, -1.04034], [0.55781, 0.64024, 0.28830], [-0.95087, 0.14535, 0.27896], [-1.91378, 0.12503, 1.49554], [-3.36093, -0.44754, 1.29306], [-3.84106, -0.94711, 0.01333], [-5.22128, -1.49323, -0.20922], [-5.49815, -2.91554, 0.48325], [-5.40571, -4.17960, -0.51274], [-4.00961, -4.11409, -1.73614], [-2.97311, -0.90096, -1.16321], [-1.51681, -0.37055, -1.08909], [1.31947, 0.82692, 1.63524], [2.80508, 1.26822, 1.56981], [7.53982, 4.05116, -0.61587], [7.45840, 2.28397, -1.35744], [7.47773, 2.56391, 0.45648], [5.13319, 4.07092, 0.03219], [4.99091, 3.05261, -1.54693], [5.64075, 0.95250, 0.34628], [5.12934, 2.27027, 1.54797], [3.41980, 1.62958, -1.92121], [0.83857, 0.84821, -2.05829], [-1.55876, 0.52157, 2.51860], [-4.10073, -0.49079, 2.17705], [-5.48961, -1.55102, -1.31810], [-5.94271, -0.71998, 0.26516], [-4.78120, -3.14243, 1.35935], [-6.56532, -2.94049, 0.93370], [-6.36823, -4.40690, -1.08334], [-5.21509, -5.10271, 0.16062], [-2.84246, -3.84148, -1.03104], [-3.34604, -1.25816, -2.17849], [-0.86835, -0.35351, -2.03803], [0.84483, 0.65230, 2.66748], [3.35393, 1.39707, 2.56267]],
  "orbital_gap_ev": 5.839,
  "charge": 2
}